[1]
Entry from OMol25: a cluster of 4 separate species, C63H65Br2O6P in total at a distorted geometry (the ωB97M-V functional and the def2-TZVPD basis).

Geometry (Å):
C  -0.5660  -3.7566  1.6910
C  -1.3833  -2.3455  2.0238
C  -2.9235  -2.6153  2.5262
C  -3.8728  -3.3926  1.4387
C  -4.3091  -2.5019  0.1337
C  -4.3176  -0.8765  0.3748
C  -4.5340  -0.1738  -1.0899
C  -3.1749  0.4077  -1.7953
C  -1.8708  -0.5810  -1.7281
C  -0.5108  0.2687  -1.2557
C  0.5768  0.4645  -2.4818
C  1.1120  -1.0017  -3.0232
C  2.7480  -1.1623  -3.0263
C  3.3044  -1.7617  -1.5763
C  4.5769  -0.9004  -0.9786
C  3.9808  0.2290  0.0937
C  4.7489  1.6632  -0.2332
C  4.8666  2.6402  1.1146
P  3.1605  2.9001  1.9384
C  2.3976  4.6117  1.4025
Br  2.9491  5.4482  -0.3509
C  1.3945  5.2348  2.3581
C  0.6538  6.6872  1.9855
Br  0.9371  4.3019  4.1159
H  -0.9999  -4.2606  0.7228
H  0.5872  -3.5587  1.6167
H  -0.7394  -4.4894  2.6033
H  -1.3508  -1.5918  1.1218
H  -0.8125  -1.8464  2.9339
H  -2.8397  -3.3393  3.4713
H  -3.4247  -1.6296  2.9097
H  -3.2191  -4.2987  1.0175
H  -4.7903  -3.9169  1.9865
H  -5.4379  -2.8029  -0.1106
H  -3.6796  -2.8028  -0.8158
H  -3.2954  -0.4488  0.8042
H  -5.2427  -0.5801  1.0604
H  -5.1320  -0.8688  -1.8520
H  -5.2487  0.7625  -0.9080
H  -2.8706  1.5027  -1.4353
H  -3.4327  0.5384  -2.9537
H  -1.9556  -1.4758  -0.9796
H  -1.6680  -1.0685  -2.7974
H  -0.7853  1.2969  -0.7323
H  0.0463  -0.3855  -0.4278
H  0.0298  1.0613  -3.3389
H  1.4607  1.1572  -2.0796
H  0.7207  -1.0922  -4.1460
H  0.6058  -1.8883  -2.4125
H  3.3186  -0.1886  -3.3707
H  3.0074  -1.9906  -3.8390
H  3.7094  -2.8625  -1.7616
H  2.4464  -1.8081  -0.7764
H  5.3418  -1.5718  -0.3830
H  5.0606  -0.3085  -1.8686
H  2.8243  0.2958  -0.0737
H  4.2439  -0.0304  1.2165
H  4.2119  2.2851  -1.0947
H  5.8522  1.3641  -0.5440
H  5.4395  3.6528  0.8679
H  5.5724  2.0338  1.8604
H  2.2069  1.9189  1.4323
H  0.6236  6.8043  0.7952
H  -0.4926  6.6111  2.2827
H  1.2019  7.6011  2.4810
O  -4.2364  7.6892  1.7102
C  -4.3126  8.6303  0.9300
C  -5.4080  9.6141  1.0488
C  -6.3528  9.4795  2.0744
C  -7.3673  10.4271  2.2176
C  -7.4409  11.5095  1.3411
C  -6.5110  11.6358  0.3079
C  -5.4963  10.6828  0.1576
C  -4.5279  10.8149  -0.9491
O  -4.6382  11.7232  -1.7645
C  -3.4217  9.8432  -1.0561
C  -2.4763  9.9803  -2.0812
C  -1.4081  9.0865  -2.1702
C  -1.2804  8.0565  -1.2388
C  -2.2296  7.9094  -0.2250
C  -3.3060  8.8018  -0.1366
H  -6.2983  8.6403  2.7657
H  -8.0974  10.3237  3.0172
H  -8.2240  12.2549  1.4605
H  -6.5778  12.4806  -0.3757
H  -2.5667  10.7850  -2.8090
H  -0.6729  9.1970  -2.9644
H  -0.4426  7.3656  -1.3024
H  -2.1243  7.1006  0.4964
O  -2.2158  -8.6215  -5.9316
C  -2.0375  -7.4648  -5.5704
C  -2.1373  -6.3544  -6.5395
C  -2.4587  -6.6268  -7.8756
C  -2.5941  -5.5798  -8.7883
C  -2.4111  -4.2616  -8.3713
C  -2.0736  -3.9893  -7.0446
C  -1.9302  -5.0383  -6.1283
C  -1.5554  -4.7421  -4.7313
O  -1.3199  -3.5908  -4.3832
C  -1.4751  -5.8495  -3.7583
C  -1.1556  -5.5752  -2.4219
C  -1.1104  -6.6113  -1.4879
C  -1.3837  -7.9203  -1.8838
C  -1.6881  -8.1977  -3.2182
C  -1.7287  -7.1604  -4.1590
H  -2.6084  -7.6529  -8.2071
H  -2.8482  -5.7926  -9.8244
H  -2.5291  -3.4446  -9.0798
H  -1.9272  -2.9581  -6.7274
H  -0.9459  -4.5551  -2.1045
H  -0.8661  -6.3959  -0.4499
H  -1.3579  -8.7265  -1.1539
H  -1.8971  -9.2229  -3.5197
O  4.7160  -5.9528  4.2696
C  5.2054  -4.9272  4.7266
C  4.4655  -3.6505  4.6594
C  3.1869  -3.6193  4.0875
C  2.4653  -2.4251  4.0564
C  3.0152  -1.2624  4.5955
C  4.2960  -1.2876  5.1498
C  5.0251  -2.4826  5.1762
C  6.3861  -2.4959  5.7483
O  6.8990  -1.4586  6.1524
C  7.1177  -3.7752  5.8335
C  8.3955  -3.8053  6.4077
C  9.0809  -5.0155  6.5233
C  8.4944  -6.1960  6.0680
C  7.2269  -6.1661  5.4823
C  6.5390  -4.9517  5.3599
H  2.7491  -4.5242  3.6697
H  1.4708  -2.4035  3.6161
H  2.4477  -0.3345  4.5827
H  4.7209  -0.3748  5.5642
H  8.8578  -2.8884  6.7698
H  10.0713  -5.0375  6.9729
H  9.0246  -7.1408  6.1668
H  6.7774  -7.0918  5.1265

The HOMO-LUMO gap is 7.1 eV. The SMILES is CCCCCCCCCCCCCCCCCCP/C(Br)=C(/C)Br.O=C1c2ccccc2C(=O)c2ccccc21.O=C1c2ccccc2C(=O)c2ccccc21.O=C1c2ccccc2C(=O)c2ccccc21. The value obtained for the molecular weight is 1108.99 g/mol. The HOMO energy is -8.266 eV. Its spin multiplicity is 1. The net charge is 0.

[2]
Entry from OMol25: a cluster of 13 separate species, C39H48F10O39 in total at a distorted geometry (the ωB97M-V functional and the def2-TZVPD basis).

Geometry (Å):
C  -16.9805  19.1097  6.0417
C  -16.6032  17.6977  6.4719
O  -16.9209  16.9241  5.4275
C  -17.0523  17.7284  4.3733
O  -17.1727  17.3851  3.1827
O  -16.9565  18.9485  4.6679
F  -17.4444  17.3856  7.4809
H  -16.1833  19.8109  6.2886
H  -17.9925  19.4090  6.3144
H  -15.5878  17.6083  6.8582
C  -12.5401  27.5487  9.4132
C  -13.6650  26.8347  8.7399
O  -14.3444  27.9126  8.1526
C  -14.1021  28.9817  8.9723
O  -14.4409  30.1609  8.7341
O  -13.2653  28.6447  9.8887
F  -14.5066  26.2093  9.6424
H  -11.6443  27.8223  8.8557
H  -12.2815  26.9099  10.2576
H  -13.3141  26.0834  8.0324
C  -13.6865  27.4611  14.4876
C  -12.7730  27.5747  13.3181
O  -12.7241  26.2299  12.8518
C  -13.7285  25.5019  13.2903
O  -13.9353  24.3093  12.9125
O  -14.3703  26.2591  14.2358
F  -11.6331  27.9817  13.7547
H  -14.2872  28.3498  14.6814
H  -13.1250  27.3909  15.4193
H  -13.1453  28.3714  12.6741
C  -14.8458  21.5370  11.5095
C  -15.7267  22.5389  10.8009
O  -16.4875  21.6323  9.9885
C  -15.6673  20.5584  9.6747
O  -15.9207  19.6963  8.8002
O  -14.6875  20.5647  10.5441
F  -14.9496  23.3164  9.9589
H  -15.3941  21.1954  12.3873
H  -13.8524  21.9385  11.7097
H  -16.3541  23.1432  11.4561
C  -18.4862  27.2899  12.2225
C  -17.3322  26.4891  11.7847
O  -16.2366  27.2078  12.1743
C  -16.5971  28.4164  12.3688
O  -15.8525  29.3791  12.6735
O  -17.8779  28.5522  12.1880
F  -17.4600  26.4823  10.4562
H  -18.8490  27.0370  13.2188
H  -19.2387  27.2210  11.4370
H  -17.4726  25.4897  12.1964
C  -12.3953  22.1034  15.9101
C  -13.3739  20.9777  15.6190
O  -12.5185  19.8634  15.6272
C  -11.2255  20.2959  15.4022
O  -10.2578  19.5303  15.2630
O  -11.1118  21.6308  15.6408
F  -13.9314  21.1669  14.3975
H  -12.4048  22.4343  16.9486
H  -12.5610  22.9429  15.2348
H  -14.1419  21.0038  16.3920
C  -17.5456  16.9650  11.0439
C  -16.1117  17.0381  11.5468
O  -16.0604  18.2702  12.2230
C  -17.2915  18.7258  12.4328
O  -17.6366  19.6261  13.1417
O  -18.1528  17.8406  11.9436
F  -15.2199  17.0202  10.5852
H  -17.9838  15.9917  11.2649
H  -17.6219  17.2662  9.9991
H  -15.7902  16.2404  12.2165
C  -17.0349  24.3813  7.5008
C  -17.3729  25.5608  6.6318
O  -17.4438  25.1990  5.2927
C  -17.4541  23.8982  5.2517
O  -17.8066  23.1979  4.3208
O  -17.1556  23.3651  6.4924
F  -16.5835  26.5848  6.9191
H  -17.7731  24.0714  8.2405
H  -16.0315  24.4392  7.9227
H  -18.3579  25.9316  6.9157
C  -12.1099  18.3425  12.0621
C  -11.8324  17.2774  13.0601
O  -12.0168  16.0986  12.3254
C  -11.9813  16.3473  10.9703
O  -11.9733  15.5950  10.0125
O  -12.0401  17.6970  10.7533
F  -12.6405  17.3788  14.1108
H  -11.3601  19.1272  12.1632
H  -13.0970  18.7985  12.1388
H  -10.8119  17.4050  13.4212
C  -17.1700  22.0436  15.8536
C  -16.7784  23.3649  15.1846
O  -15.7581  23.8495  16.0081
C  -15.6657  23.2161  17.1416
O  -14.8988  23.4133  18.0739
O  -16.5203  22.2470  17.1113
F  -17.7069  24.2939  15.1372
H  -16.8356  21.1932  15.2595
H  -18.2511  21.9815  15.9784
H  -16.4212  23.1682  14.1737
C  -12.7397  18.7182  7.4131
O  -11.6938  19.6412  6.9174
C  -11.6975  20.0222  5.6464
O  -12.5184  19.6149  4.7844
O  -10.6526  20.8483  5.3966
C  -10.5922  21.4321  4.1331
H  -12.4040  18.0139  8.1743
H  -13.1079  18.1152  6.5831
H  -13.5496  19.2681  7.8925
H  -10.1218  22.4135  4.1955
H  -11.5244  21.6811  3.6261
H  -10.0421  20.8060  3.4305
C  -20.9751  24.3660  13.9555
O  -21.0666  23.5598  12.7538
C  -20.0146  22.9146  12.1101
O  -18.8673  22.9200  12.3867
O  -20.5077  22.3231  11.0214
C  -19.7319  21.3406  10.3349
H  -20.0775  24.1977  14.5504
H  -21.7927  24.1417  14.6407
H  -21.0831  25.4373  13.7862
H  -19.4236  20.5047  10.9629
H  -18.8523  21.7225  9.8168
H  -20.2881  20.8564  9.5323
C  -13.0223  23.3559  7.4833
O  -11.8768  23.4739  6.6742
C  -10.9487  24.4357  6.9831
O  -10.9996  25.1267  7.9864
O  -10.2423  24.6640  5.8263
C  -9.3887  25.7778  5.7662
H  -12.6281  23.2058  8.4884
H  -13.6371  22.5275  7.1313
H  -13.6424  24.2519  7.5119
H  -9.9013  26.7082  5.5219
H  -8.5805  25.6269  5.0505
H  -8.7976  25.7879  6.6819

The HOMO-LUMO gap is 10.3 eV. The value obtained for the molecular weight is 1330.75 g/mol. The HOMO energy is -10.368 eV. Its spin multiplicity is 1. The net charge is 0.

[3]
Entry from OMol25: a cluster of 2 separate species, C14H35OP2 in total (the ωB97M-V functional and the def2-TZVPD basis).

Geometry (Å):
C  -2.1542  -0.2985  2.8412
C  -2.1247  -1.8271  2.7771
C  -1.0621  -2.4170  1.8476
C  0.3398  -1.8428  2.0227
C  1.4121  -2.6696  1.3168
C  2.7258  -1.8944  1.1504
C  2.8821  -1.2989  -0.2573
C  3.5016  0.0992  -0.2450
C  2.5041  1.1972  0.1490
P  0.9304  1.1887  -0.7341
C  -0.0153  2.6590  -0.2380
C  -1.2118  2.3305  0.6725
C  -2.3082  1.5497  -0.0425
P  1.2420  1.0823  -2.9112
C  -0.3289  1.8583  -3.4756
C  0.8435  -0.6892  -3.1961
H  -2.6533  0.0464  3.7469
H  -2.7004  0.1235  1.9917
H  -1.1511  0.1347  2.8487
H  -3.1026  -2.1738  2.4338
H  -1.9972  -2.2411  3.7807
H  -1.3744  -2.2908  0.8023
H  -1.0120  -3.4968  2.0161
H  0.5775  -1.7486  3.0883
H  0.3780  -0.8220  1.6127
H  1.5786  -3.6094  1.8471
H  1.0234  -2.9484  0.3295
H  2.7388  -1.0738  1.8777
H  3.5815  -2.5287  1.3847
H  3.4701  -1.9555  -0.9007
H  1.8826  -1.2668  -0.7083
H  4.2869  0.1211  0.5153
H  3.9864  0.3422  -1.1928
H  2.2506  1.1240  1.2130
H  2.9276  2.1929  -0.0107
H  0.2015  0.0878  -0.2674
H  0.6885  3.3312  0.2578
H  -0.3666  3.1560  -1.1422
H  -1.6153  3.2863  1.0118
H  -0.8801  1.7994  1.5696
H  -1.9763  0.5630  -0.3789
H  -2.6649  2.1038  -0.9120
H  -3.1551  1.3949  0.6263
H  -0.4146  1.5813  -4.5289
H  -1.2301  1.5183  -2.9652
H  -0.2608  2.9442  -3.4248
H  1.6930  -1.3215  -2.9404
H  -0.0436  -1.0340  -2.6628
H  0.6601  -0.7815  -4.2685
O  -4.0116  1.6620  -3.0835
H  -4.5576  2.0260  -2.3780
H  -3.9335  0.7268  -2.8660

The HOMO-LUMO gap is 10.5 eV. The value obtained for the molecular weight is 281.38 g/mol. The HOMO energy is -13.026 eV. Its spin multiplicity is 1. The net charge is +1.

Question: Among the records above, which one has the highest net charge?
Answer: C14H35OP2

Question: Among the records above, which one has the lowest molecular weight?
Answer: C14H35OP2

Question: The highest molecular weight belongs to which entry?
Answer: C39H48F10O39

Question: Look up the HOMO-LUMO gap of the first one.
Answer: 7.1 eV